No. 1
DFT (wB97M-V/def2-TZVPD) results for C13H45BHgO7 as an isolated structure.

Atoms and positions in Å:
Hg 3.940 -1.060 -0.488
O 1.660 2.362 -1.372
H 2.178 3.170 -1.342
H 2.235 1.709 -1.777
H 0.917 2.507 -1.963
O 2.152 -1.988 2.808
H 1.957 -2.025 1.868
H 2.250 -1.100 3.160
H 2.904 -2.514 3.089
B 3.844 0.755 0.996
H 3.985 1.533 1.729
H 2.882 0.826 0.512
H 4.589 0.728 0.216
H 3.924 -0.158 1.566
C 0.624 -1.050 0.004
O 1.781 -1.801 0.269
H 0.649 -0.592 -0.985
H -0.180 -1.782 0.079
H 0.520 -0.218 0.700
C -0.798 -3.591 -2.944
C 0.598 -3.714 -3.565
C 0.920 -2.558 -4.501
O 1.550 -3.726 -2.585
H -1.184 -2.600 -2.706
H -1.009 -4.282 -2.129
H -1.529 -3.980 -3.653
H 0.636 -4.631 -4.152
H 1.052 -1.619 -3.964
H 0.185 -2.516 -5.304
H 1.870 -2.751 -5.001
H 1.160 -3.222 -1.867
C -4.094 1.456 2.297
C -4.196 0.065 1.785
C -2.919 -0.320 0.967
O -4.392 -0.826 2.875
H -3.717 1.429 3.320
H -5.077 1.909 2.421
H -3.401 2.151 1.824
H -5.000 0.194 1.061
H -2.595 -1.327 1.230
H -2.084 0.290 1.311
H -2.978 -0.210 -0.116
H -4.533 -1.697 2.498
C -1.237 0.321 -3.381
C -1.342 1.822 -3.036
C -1.592 2.050 -1.541
O -0.087 2.411 -3.364
H -2.031 -0.211 -2.856
H -0.323 -0.205 -3.108
H -1.367 0.076 -4.436
H -1.998 2.372 -3.711
H -1.268 3.031 -1.195
H -0.975 1.334 -0.997
H -2.646 1.796 -1.432
H -0.024 2.454 -4.321
C 1.367 2.649 3.072
C 1.562 1.560 4.125
C 0.134 0.909 4.471
O 2.403 0.582 3.529
H 0.558 3.320 3.360
H 0.985 2.240 2.136
H 2.328 3.159 3.011
H 1.972 2.053 5.007
H -0.231 0.436 3.559
H -0.602 1.591 4.894
H 0.151 0.088 5.188
H 2.991 0.936 2.857

As for the charge: +2. Its gap between HOMO and LUMO is 4.39 eV. For the HOMO energy, the calculation gives -14.26 eV.

Taken from the Mulliken analysis, the atomic charges in e are: atom 1 (Hg): 0.96, atom 2 (O): -0.23, atom 3 (H): 0.44, atom 4 (H): 0.40, atom 5 (H): 0.29, atom 6 (O): -0.25, atom 7 (H): 0.33, atom 8 (H): 0.48, atom 9 (H): 0.45, atom 10 (B): 0.86, atom 11 (H): -0.03, atom 12 (H): -0.65, atom 13 (H): -0.13, atom 14 (H): -0.12, atom 15 (C): 0.02, atom 16 (O): -0.82, atom 17 (H): -0.24, atom 18 (H): 0.54, atom 19 (H): 0.10, atom 20 (C): -1.24, atom 21 (C): 0.52, atom 22 (C): -1.09, atom 23 (O): -0.54, atom 24 (H): 0.12, atom 25 (H): 0.42, atom 26 (H): 0.46, atom 27 (H): 0.32, atom 28 (H): 0.06, atom 29 (H): 0.36, atom 30 (H): 0.37, atom 31 (H): 0.21, atom 32 (C): -1.40, atom 33 (C): 0.53, atom 34 (C): -0.86, atom 35 (O): -0.53, atom 36 (H): 0.33, atom 37 (H): 0.38, atom 38 (H): 0.28, atom 39 (H): 0.20, atom 40 (H): 0.46, atom 41 (H): 0.05, atom 42 (H): 0.19, atom 43 (H): 0.34, atom 44 (C): -0.81, atom 45 (C): 0.54, atom 46 (C): -1.22, atom 47 (O): -0.69, atom 48 (H): 0.29, atom 49 (H): -0.21, atom 50 (H): 0.58, atom 51 (H): 0.41, atom 52 (H): 0.31, atom 53 (H): 0.06, atom 54 (H): 0.43, atom 55 (H): 0.34, atom 56 (C): -1.26, atom 57 (C): 0.69, atom 58 (C): -1.24, atom 59 (O): -0.68, atom 60 (H): 0.47, atom 61 (H): 0.02, atom 62 (H): 0.42, atom 63 (H): 0.22, atom 64 (H): 0.15, atom 65 (H): 0.42, atom 66 (H): 0.37, atom 67 (H): 0.06

---

No. 2
DFT (wB97M-V/def2-TZVPD) results for a 11-piece molecular cluster, C25H45N11O3 overall.

Atoms and positions in Å:
C 7.589 10.144 9.515
N 8.800 9.576 8.991
C 9.659 10.381 8.177
C 9.206 8.315 9.360
O 10.210 7.777 8.842
H 6.878 10.502 8.708
H 7.746 11.023 10.151
H 7.008 9.417 10.072
H 10.698 9.997 8.195
H 9.235 10.423 7.176
H 9.670 11.409 8.597
H 8.519 7.856 10.022
C 10.015 15.709 10.219
N 11.349 15.170 10.090
C 12.431 16.047 10.163
C 11.577 13.812 10.009
O 10.728 12.937 10.104
H 9.787 16.194 11.297
H 9.327 14.885 10.016
H 9.862 16.516 9.525
H 12.578 16.819 9.474
H 12.375 16.537 11.145
H 13.410 15.500 10.159
H 12.595 13.571 9.766
C 13.034 10.035 10.367
N 12.951 10.754 11.596
C 14.041 11.573 12.184
C 11.745 10.769 12.116
O 10.777 10.095 11.757
H 14.080 9.941 10.048
H 12.411 10.567 9.678
H 12.520 9.028 10.431
H 13.782 11.848 13.246
H 15.020 11.073 12.207
H 14.229 12.502 11.617
H 11.698 11.361 13.036
C 14.073 10.233 16.802
C 13.004 10.824 15.991
N 12.008 11.161 15.509
H 14.997 10.175 16.222
H 13.707 9.284 17.087
H 14.124 10.866 17.642
C 16.294 12.070 8.392
C 15.207 12.930 7.854
N 14.362 13.682 7.654
H 16.353 11.053 7.987
H 16.166 12.150 9.489
H 17.289 12.651 8.330
C 13.970 15.221 16.032
C 15.038 14.261 15.913
N 15.862 13.495 15.678
H 13.484 15.344 15.081
H 14.311 16.289 16.320
H 13.261 14.911 16.747
C 9.110 11.180 17.283
C 8.118 12.086 16.625
N 7.432 12.830 16.112
H 8.849 10.952 18.295
H 10.077 11.709 17.318
H 9.185 10.282 16.683
C 8.967 12.148 12.842
C 9.125 13.491 13.178
N 9.110 14.591 13.565
H 9.870 11.614 13.044
H 8.718 12.005 11.794
H 8.270 11.608 13.427
C 9.065 15.896 16.423
C 10.250 16.581 15.970
N 11.257 17.003 15.587
H 8.250 16.091 15.780
H 8.843 16.347 17.417
H 9.189 14.768 16.527
C 10.197 7.678 13.666
C 11.520 7.496 14.297
N 12.612 7.510 14.599
H 9.364 7.079 14.071
H 10.246 7.711 12.558
H 9.901 8.727 13.858
C 12.794 7.868 7.401
C 13.982 8.696 7.610
N 15.016 9.146 7.835
H 12.125 8.229 6.620
H 12.236 7.969 8.281
H 13.164 6.860 7.203

As for the charge: 0. Its gap between HOMO and LUMO is 9.41 eV. For the HOMO energy, the calculation gives -9.09 eV. As for the SMILES: CN(C)C=O.CN(C)C=O.CN(C)C=O.CC#N.CC#N.CC#N.CC#N.CC#N.CC#N.CC#N.CC#N.

Taken from the Mulliken analysis, the atomic charges in e are: atom 1 (C): -0.67, atom 2 (N): 0.23, atom 3 (C): -0.47, atom 4 (C): 0.00, atom 5 (O): -0.63, atom 6 (H): 0.33, atom 7 (H): 0.08, atom 8 (H): 0.30, atom 9 (H): -0.10, atom 10 (H): 0.36, atom 11 (H): 0.13, atom 12 (H): 0.34, atom 13 (C): -0.84, atom 14 (N): 0.20, atom 15 (C): -1.01, atom 16 (C): 0.21, atom 17 (O): -0.54, atom 18 (H): 0.21, atom 19 (H): 0.18, atom 20 (H): 0.38, atom 21 (H): 0.33, atom 22 (H): 0.38, atom 23 (H): 0.26, atom 24 (H): 0.17, atom 25 (C): -0.90, atom 26 (N): 0.50, atom 27 (C): -0.63, atom 28 (C): -0.27, atom 29 (O): -0.45, atom 30 (H): 0.41, atom 31 (H): 0.25, atom 32 (H): 0.14, atom 33 (H): 0.09, atom 34 (H): 0.35, atom 35 (H): 0.20, atom 36 (H): 0.18, atom 37 (C): -1.05, atom 38 (C): 0.47, atom 39 (N): -0.36, atom 40 (H): 0.27, atom 41 (H): 0.39, atom 42 (H): 0.35, atom 43 (C): -0.54, atom 44 (C): 0.47, atom 45 (N): -0.50, atom 46 (H): 0.28, atom 47 (H): 0.07, atom 48 (H): 0.31, atom 49 (C): -0.68, atom 50 (C): 0.34, atom 51 (N): -0.46, atom 52 (H): 0.21, atom 53 (H): 0.34, atom 54 (H): 0.24, atom 55 (C): -0.58, atom 56 (C): 0.39, atom 57 (N): -0.45, atom 58 (H): 0.39, atom 59 (H): 0.13, atom 60 (H): 0.14, atom 61 (C): 0.55, atom 62 (C): 0.29, atom 63 (N): -0.43, atom 64 (H): -0.48, atom 65 (H): -0.37, atom 66 (H): 0.48, atom 67 (C): -0.52, atom 68 (C): 0.41, atom 69 (N): -0.50, atom 70 (H): 0.30, atom 71 (H): 0.37, atom 72 (H): -0.08, atom 73 (C): -0.18, atom 74 (C): 0.33, atom 75 (N): -0.49, atom 76 (H): 0.40, atom 77 (H): 0.03, atom 78 (H): -0.06, atom 79 (C): -0.47, atom 80 (C): 0.50, atom 81 (N): -0.51, atom 82 (H): 0.23, atom 83 (H): -0.04, atom 84 (H): 0.34

---

Asked for relative energy (zero: lowest compared OMol25 entry of this formula, charge and spin) across the records above, the calculation gives 0.0; 0.0 kcal/mol in order.